{"formula": "C29H33AsBrMnN5O8S", "method": "wB97M-V/def2-TZVPD", "energy_ha": -8359.55839, "multiplicity": 6, "relative_energy_ev": 4.269, "largest_force_ha_per_bohr": 0.0085, "orbital_gap_ev": [6.095, 5.821], "e_homo_ev": [-7.295, -7.644], "species": ["Mn", "O", "As", "O", "O", "C", "C", "C", "C", "C", "C", "S", "O", "O", "O", "H", "H", "H", "H", "H", "C", "C", "C", "C", "C", "Br", "N", "C", "H", "H", "H", "H", "H", "H", "O", "C", "O", "C", "C", "C", "C", "C", "C", "N", "C", "C", "C", "C", "C", "C", "N", "H", "H", "H", "H", "H", "H", "H", "H", "H", "H", "C", "C", "C", "C", "N", "N", "H", "H", "H", "H", "H", "H", "H", "H", "H", "H", "H", "H"], "coordinates": [[0.8254, 0.0778, -0.3542], [2.0875, -4.3239, -0.0937], [1.8068, -2.8295, 0.7718], [3.1410, -2.3947, 1.6174], [1.4194, -1.6906, -0.4288], [0.1532, -3.2616, 1.6516], [-0.4560, -4.4782, 1.3745], [-1.6935, -4.7687, 1.9396], [-2.3077, -3.8586, 2.7850], [-1.6959, -2.6424, 3.0666], [-0.4805, -2.3427, 2.4857], [0.2782, -0.7158, 2.7556], [-0.0851, -0.1610, 1.3343], [-0.5980, -0.0670, 3.7368], [3.1572, 0.1253, 0.9917], [3.0261, -4.3750, -0.3133], [0.0335, -5.1942, 0.7305], [-2.1697, -5.7160, 1.7262], [-3.2639, -4.0977, 3.2321], [-2.1467, -1.9126, 3.7272], [0.7505, 2.5121, -5.3709], [1.2296, 1.3716, -4.5373], [1.8317, 0.2809, -5.0953], [2.5422, -0.6185, -4.2897], [2.5702, -0.3984, -2.9047], [3.9120, -1.3560, -1.9668], [1.8400, 0.4753, -2.2737], [1.1185, 1.4765, -3.0729], [0.8506, 2.2896, -6.4315], [1.3449, 3.4021, -5.1463], [-0.2855, 2.7765, -5.1536], [1.8627, 0.1685, -6.1710], [3.1293, -1.4176, -4.7122], [1.4466, 2.4724, -2.7381], [3.9691, 1.3706, 6.7673], [4.5156, 1.0494, 5.5713], [5.5919, 0.5279, 5.5182], [3.7054, 1.4073, 4.3630], [3.8571, 0.6138, 3.2358], [3.1014, 0.8844, 2.1048], [2.2089, 1.9628, 2.0958], [2.0833, 2.7644, 3.2243], [2.8253, 2.4897, 4.3576], [1.4357, 2.0687, 0.9316], [0.7057, 3.0537, 0.6082], [-0.0822, 2.8903, -0.6217], [-0.6456, 3.9478, -1.2733], [-1.4273, 3.6507, -2.4457], [-1.3496, 2.4364, -3.0144], [-0.3786, 1.4334, -2.4808], [-0.1644, 1.6131, -1.0651], [3.0513, 1.6463, 6.6434], [4.5344, -0.2293, 3.2531], [3.4471, -0.8083, 1.2134], [1.3770, 3.5833, 3.2311], [2.7259, 3.1326, 5.2226], [0.6485, 3.9949, 1.1580], [-0.5829, 4.9423, -0.8597], [-2.1068, 4.3968, -2.8375], [-1.9917, 2.1510, -3.8360], [-0.7237, 0.4187, -2.6816], [-4.0781, -2.2598, -1.0499], [-3.8436, -0.7898, -0.7155], [-3.8755, -0.5785, 0.8021], [-4.9085, 0.0763, -1.3810], [-2.5584, -0.3563, -1.3035], [-1.4144, -1.0805, -0.8630], [-5.1023, -2.5377, -0.8030], [-3.4136, -2.9146, -0.4832], [-3.9221, -2.4373, -2.1152], [-4.8248, -0.9170, 1.2194], [-3.7532, 0.4777, 1.0468], [-3.0830, -1.1340, 1.3062], [-5.9004, -0.1777, -1.0071], [-4.8905, -0.0662, -2.4616], [-4.7312, 1.1335, -1.1731], [-2.3883, 0.6094, -1.0307], [-1.3617, -1.9538, -1.3784], [-1.4556, -1.2947, 0.1345]], "atomic_forces_ev_per_a": [[-0.01, 0.43, -0.07], [0.00, 0.06, -0.05], [-0.09, 0.23, -0.12], [0.06, -0.17, 0.04], [-0.13, -0.36, 0.05], [0.04, -0.03, 0.06], [-0.05, -0.05, 0.03], [0.04, 0.00, 0.00], [0.01, 0.03, 0.01], [-0.03, -0.05, 0.05], [0.16, -0.09, -0.02], [-0.05, 0.12, -0.04], [-0.08, 0.17, 0.06], [-0.01, 0.00, 0.04], [0.15, 0.02, -0.01], [0.04, -0.04, 0.00], [0.00, -0.02, -0.02], [0.00, -0.02, -0.01], [-0.01, 0.01, 0.00], [0.00, 0.03, 0.01], [-0.06, -0.01, 0.01], [0.01, -0.06, -0.15], [0.04, 0.04, 0.10], [0.02, 0.04, -0.13], [0.14, 0.10, 0.14], [0.00, -0.03, -0.10], [-0.15, -0.14, 0.11], [-0.31, 0.07, 0.18], [0.01, 0.00, -0.02], [-0.01, 0.02, 0.01], [0.06, -0.01, -0.03], [0.00, 0.01, -0.04], [0.02, -0.02, 0.01], [0.14, 0.00, -0.05], [-0.07, -0.03, -0.02], [0.08, 0.14, 0.00], [-0.05, -0.04, 0.01], [-0.02, -0.06, 0.00], [-0.04, 0.07, 0.04], [0.01, -0.13, -0.05], [-0.02, 0.15, -0.04], [0.01, -0.03, -0.02], [0.02, -0.03, -0.02], [0.01, -0.10, -0.07], [0.04, -0.01, -0.06], [0.15, 0.11, 0.13], [0.01, -0.14, 0.01], [0.04, -0.02, 0.01], [-0.03, 0.06, 0.09], [0.37, -0.04, -0.12], [-0.29, -0.30, 0.07], [0.06, -0.02, 0.02], [0.02, -0.01, 0.01], [-0.30, 0.10, 0.05], [-0.02, 0.01, 0.00], [0.01, 0.00, 0.02], [0.02, -0.03, -0.01], [0.01, 0.04, 0.00], [-0.03, 0.02, -0.01], [-0.03, 0.00, -0.02], [-0.08, 0.02, 0.05], [0.02, 0.04, -0.02], [-0.01, 0.04, 0.09], [0.00, -0.03, -0.06], [0.05, -0.02, -0.02], [0.00, -0.07, 0.04], [0.16, -0.08, -0.05], [-0.03, -0.02, 0.03], [0.03, -0.01, 0.01], [0.00, 0.00, -0.03], [-0.03, -0.02, 0.01], [0.02, 0.04, 0.01], [-0.02, 0.02, 0.01], [-0.02, 0.00, 0.02], [-0.01, -0.01, -0.01], [0.02, 0.03, 0.00], [0.01, -0.01, -0.04], [0.03, 0.11, 0.02], [0.01, 0.00, -0.14]]}

{"formula": "C6H35NO13", "method": "wB97M-V/def2-TZVPD", "energy_ha": -1282.30577, "relative_energy_ev": 5.948, "largest_force_ha_per_bohr": 0.1525, "orbital_gap_ev": 9.478, "e_homo_ev": -9.430, "species": ["C", "N", "C", "C", "C", "C", "C", "O", "H", "H", "H", "H", "H", "H", "H", "H", "H", "H", "H", "H", "H", "O", "H", "H", "O", "H", "H", "O", "H", "H", "O", "H", "H", "O", "H", "H", "O", "H", "H", "O", "H", "H", "O", "H", "H", "O", "H", "H", "O", "H", "H", "O", "H", "H", "O"], "coordinates": [[-2.7351, -0.5197, 1.6640], [-1.3168, -1.0594, 1.5929], [-1.3170, -2.4882, 1.8597], [-1.2432, -3.2124, 0.4870], [-0.9047, -2.1483, -0.5906], [-0.6388, -0.8690, 0.2503], [-0.9251, 0.5132, -0.2667], [-0.2022, 1.2469, -0.8870], [-3.3111, -0.0703, 0.7166], [-2.9252, 0.3053, 2.4193], [-3.2350, -1.3347, 2.1013], [-2.1788, -2.9251, 2.5265], [-0.4568, -2.6370, 2.5607], [-2.2926, -3.5584, 0.1704], [-0.7949, -4.1517, 0.5644], [-1.8137, -2.1460, -1.2272], [0.1172, -2.2971, -1.2254], [0.4272, -0.8230, 0.4933], [-2.0580, 1.0011, -0.1974], [2.2673, -1.5740, 0.0485], [2.1094, -2.4099, 1.3297], [2.7856, -2.0256, 0.6959], [0.6032, 3.5825, 1.4634], [-0.4587, 2.6676, 1.4682], [-0.0826, 3.3223, 2.0161], [3.1557, -0.4342, 0.8939], [3.6729, 0.6368, 1.7464], [3.0730, 0.5497, 1.1111], [-2.5889, 0.4886, -2.9784], [-2.6391, 1.9884, -2.6742], [-3.1326, 1.2204, -2.6486], [3.3046, 0.6544, -1.5994], [2.1298, 1.5879, -1.0714], [2.4991, 0.9987, -1.8047], [1.8990, -1.9351, -2.9399], [1.6532, -0.6338, -2.1100], [1.2984, -1.3841, -2.3746], [-4.3748, -1.9473, -0.0040], [-4.2389, -0.7432, -1.0160], [-4.1385, -1.6922, -0.8812], [2.8133, 3.2106, 0.7225], [1.8938, 2.1615, 0.1718], [2.1837, 3.1159, 0.0689], [-0.5550, 0.5536, 3.2483], [0.3661, 1.8063, 3.3876], [0.1247, 0.9080, 3.7516], [-0.6941, -0.1912, -3.3955], [-0.2286, -0.0945, -5.0080], [-0.9959, -0.2951, -4.2708], [1.5134, -1.9193, 3.4707], [1.8526, -0.7424, 4.2299], [2.2480, -1.3816, 3.5658], [2.1359, 2.8147, -2.7854], [1.4526, 3.7657, -1.8311], [1.4991, 3.5549, -2.7479]], "atomic_forces_ev_per_a": [[-0.54, 2.15, -0.61], [-1.96, 1.72, -0.87], [0.10, -1.28, 1.27], [-3.05, 0.84, -0.11], [2.19, -0.56, -1.16], [-0.20, -0.14, 1.68], [-3.79, 1.59, -1.02], [1.26, -0.36, 0.27], [1.65, -1.61, 1.91], [0.99, -0.62, -0.67], [-1.42, -0.85, 0.11], [1.22, 1.34, -1.38], [-0.10, -0.45, -0.92], [1.09, 0.62, 0.85], [1.74, -1.17, -0.21], [0.94, 0.69, 0.07], [-3.01, -0.05, 1.51], [0.08, -0.12, -0.09], [2.37, -1.63, 0.34], [-0.92, 0.00, -1.17], [1.36, 0.84, -1.00], [-0.55, -1.50, 1.42], [2.40, 1.28, -1.50], [-1.23, -1.32, -0.81], [-1.19, 0.06, 2.23], [-0.29, 1.41, 0.79], [3.84, 0.86, 4.44], [-3.41, -1.65, -4.75], [-0.12, 0.57, -0.29], [1.82, 2.33, -0.26], [-1.85, -2.92, 0.49], [3.64, -0.98, 1.49], [1.44, -1.67, -2.15], [-4.40, 2.10, -0.36], [-0.70, 1.25, 0.92], [3.20, 6.03, 1.53], [-2.13, -7.00, -2.82], [-0.36, 0.25, 0.85], [-0.18, -0.11, 0.27], [0.36, -0.21, -1.47], [2.35, 0.27, 2.14], [0.39, 1.69, 0.94], [-3.01, -1.63, -1.86], [-1.95, -1.02, -1.79], [-0.69, -1.36, 0.34], [2.68, 2.22, 1.50], [1.66, 0.20, 1.28], [-2.81, -0.64, 3.55], [1.30, 0.36, -4.73], [-2.25, -2.03, -0.52], [0.89, -0.50, -1.24], [1.22, 2.56, 1.80], [-0.50, 0.47, -0.01], [0.00, 0.31, 1.10], [0.42, -0.61, -1.31]]}

{"formula": "H10O5", "method": "wB97M-V/def2-TZVPD", "energy_ha": -382.20187, "relative_energy_ev": 0.607, "largest_force_ha_per_bohr": 0.0858, "orbital_gap_ev": 11.578, "smiles": "O.O.O.O.O", "e_homo_ev": -11.098, "species": ["H", "H", "H", "H", "H", "H", "H", "H", "H", "H", "O", "O", "O", "O", "O"], "coordinates": [[0.8242, 1.3923, 0.1250], [0.0948, 2.7294, 0.4376], [1.5976, -0.4160, 0.0766], [2.7245, -0.0778, -0.9349], [0.2462, 0.0442, 1.6631], [-0.2121, -1.2375, 1.0145], [-1.5923, -1.3058, -0.5553], [-2.5121, -1.3631, 0.8145], [0.0710, 0.1422, -1.6381], [-1.0212, 0.8161, -0.8717], [-0.0415, 1.7832, 0.3753], [1.8496, 0.1140, -0.6996], [0.6041, -0.8506, 1.4402], [-1.7171, -1.8778, 0.2687], [-0.9157, 0.1072, -1.5158]], "atomic_forces_ev_per_a": [[-0.28, 0.38, -0.13], [0.03, 0.18, 0.03], [-0.13, -0.49, 0.46], [1.89, -0.41, -0.45], [0.60, -0.82, -0.02], [0.57, -0.26, 0.31], [-0.12, -0.55, 1.01], [3.15, -2.08, -2.29], [-1.15, -0.38, 0.03], [-0.15, 0.27, 0.13], [0.34, -0.05, 0.32], [-1.65, 0.80, -0.03], [-1.22, 0.88, -0.10], [-2.96, 2.70, 1.24], [1.06, -0.17, -0.52]]}

{"formula": "C27H27F9O27", "method": "wB97M-V/def2-TZVPD", "energy_ha": -3975.35660, "relative_energy_ev": 4.287, "largest_force_ha_per_bohr": 0.1441, "orbital_gap_ev": 10.458, "smiles": "O=C1OC[C@@H](F)O1.O=C1OC[C@@H](F)O1.O=C1OC[C@@H](F)O1.O=C1OC[C@@H](F)O1.O=C1OC[C@@H](F)O1.O=C1OC[C@@H](F)O1.O=C1OC[C@@H](F)O1.O=C1OC[C@@H](F)O1.O=C1OC[C@@H](F)O1", "e_homo_ev": -10.931, "species": ["C", "C", "O", "C", "O", "O", "F", "H", "H", "H", "C", "C", "O", "C", "O", "O", "F", "H", "H", "H", "C", "C", "O", "C", "O", "O", "F", "H", "H", "H", "C", "C", "O", "C", "O", "O", "F", "H", "H", "H", "C", "C", "O", "C", "O", "O", "F", "H", "H", "H", "C", "C", "O", "C", "O", "O", "F", "H", "H", "H", "C", "C", "O", "C", "O", "O", "F", "H", "H", "H", "C", "C", "O", "C", "O", "O", "F", "H", "H", "H", "C", "C", "O", "C", "O", "O", "F", "H", "H", "H"], "coordinates": [[0.2852, -4.0074, 3.1626], [-1.1609, -4.1989, 2.6251], [-1.8552, -4.4632, 3.8816], [-1.2527, -3.8444, 4.8888], [-1.7302, -3.5546, 5.9934], [-0.0608, -3.3789, 4.4255], [-1.0185, -5.3542, 1.9406], [0.8382, -3.2770, 2.5719], [0.7607, -4.9680, 3.3609], [-1.4863, -3.4712, 1.8817], [1.3165, 0.0007, 4.7444], [2.7643, 0.1567, 4.3360], [3.3677, 0.1947, 5.5858], [2.5129, 0.4597, 6.5615], [2.8005, 0.7411, 7.7367], [1.2310, 0.2319, 6.0900], [2.9916, 1.3251, 3.6890], [0.8898, -0.9369, 4.3882], [0.7277, 0.7809, 4.2620], [3.1344, -0.7243, 3.8117], [-3.4912, 0.6607, 2.1215], [-4.3632, -0.2437, 2.9825], [-5.2896, 0.6479, 3.5967], [-5.2472, 1.8693, 3.0593], [-6.0898, 2.7283, 3.2310], [-4.2372, 1.8735, 2.1084], [-3.7350, -0.9575, 3.9070], [-3.3382, 0.2969, 1.1055], [-2.5003, 0.8599, 2.5298], [-4.9898, -0.9685, 2.4627], [-3.9120, 2.6519, -1.5959], [-4.7112, 3.9009, -1.8117], [-3.9035, 4.9048, -1.1443], [-2.5926, 4.4455, -1.2385], [-1.5890, 5.0014, -0.8203], [-2.6456, 3.0811, -1.6341], [-5.8895, 3.9433, -1.1530], [-4.0394, 1.8074, -2.2732], [-3.9900, 2.1723, -0.6201], [-4.8377, 4.2276, -2.8438], [1.8971, 4.5420, -4.1474], [1.7183, 4.0069, -2.6730], [2.5346, 2.8362, -2.6701], [3.1412, 2.6760, -3.8132], [4.0310, 1.8788, -4.0737], [2.5332, 3.4597, -4.7324], [0.4766, 3.6739, -2.3900], [2.5708, 5.3900, -4.2705], [0.8904, 4.6730, -4.5441], [2.1530, 4.7666, -2.0233], [4.5870, -1.5007, -0.2763], [5.0587, -1.1504, 1.1192], [4.1748, -1.9351, 1.8748], [3.7786, -3.0110, 1.2298], [3.3600, -4.0803, 1.6809], [4.0631, -2.7836, -0.0604], [4.8905, 0.1271, 1.3736], [5.4245, -1.6293, -0.9620], [3.7593, -0.9031, -0.6582], [6.0523, -1.4800, 1.4229], [0.1381, 0.1929, -4.1904], [-0.1225, -0.9331, -5.1898], [0.2140, -0.2471, -6.3788], [-0.0952, 1.0306, -6.2221], [-0.1259, 1.8384, -7.1070], [-0.2444, 1.2923, -4.9535], [-1.4340, -1.3435, -5.1014], [1.2125, 0.2676, -4.0225], [-0.4703, 0.1305, -3.2881], [0.5555, -1.7703, -5.0239], [0.0389, 1.7096, -0.3846], [1.4534, 1.3518, -0.0080], [1.3872, 0.0986, 0.6196], [0.1103, -0.0427, 1.0542], [-0.2763, -0.8722, 1.8235], [-0.6389, 0.8868, 0.5441], [1.9408, 2.3608, 0.7380], [-0.1747, 1.4710, -1.4265], [-0.2108, 2.7690, -0.3261], [2.0686, 1.2622, -0.9033], [-1.0403, -4.0462, -1.2269], [-0.7176, -4.1377, -2.7103], [0.1462, -3.0466, -2.9115], [0.2181, -2.3260, -1.8621], [0.8442, -1.2316, -1.7385], [-0.3581, -2.9467, -0.7594], [-1.8457, -4.0617, -3.4488], [-0.9464, -4.9899, -0.6895], [-2.0891, -3.7553, -1.1673], [-0.2967, -5.0830, -3.0526]], "atomic_forces_ev_per_a": [[-1.97, 1.88, 0.85], [3.15, -1.44, 1.52], [-1.49, -0.24, -2.35], [-0.23, 2.75, 2.75], [1.57, -1.57, -3.64], [0.88, -0.07, 0.91], [-1.25, -1.33, -0.87], [0.24, -0.38, 0.17], [0.07, 0.16, -0.37], [-0.88, 0.44, 0.94], [-1.38, 0.47, -2.73], [-0.75, -0.93, 0.81], [1.99, 0.37, 0.05], [-0.89, 0.14, 4.43], [-1.02, -0.85, -4.36], [1.38, 0.43, 2.26], [0.20, -0.01, -0.35], [0.07, -0.29, 0.61], [-0.01, 0.08, -0.33], [0.34, 0.54, -0.41], [0.02, 0.24, 0.29], [-1.38, -0.02, -0.53], [0.27, -0.44, 0.76], [-1.55, 0.93, -1.29], [2.52, -1.59, -0.27], [-0.56, 1.04, 0.27], [1.00, -0.08, 0.92], [-0.27, 0.01, 0.03], [-0.09, -0.24, 0.32], [0.12, 0.09, -0.52], [-1.95, -2.28, 0.58], [-0.63, 1.20, 1.15], [2.13, -0.99, -1.17], [0.75, -0.18, 2.33], [-2.80, -1.42, -1.79], [4.21, 3.42, -0.39], [-0.10, -0.44, -0.40], [-0.28, 0.48, -0.63], [-1.17, 0.42, 0.47], [-0.18, -0.25, -0.08], [-0.82, -0.71, 1.41], [2.24, 1.56, -1.67], [-0.56, 0.57, 2.52], [1.72, -1.91, -2.96], [-2.08, 1.73, 0.91], [1.20, -1.05, -1.56], [-0.98, -0.27, 0.30], [-0.47, 0.33, 0.39], [0.24, 0.24, -0.36], [-0.47, -0.47, 0.83], [0.72, -0.47, -0.35], [-0.22, -0.90, -0.78], [-0.61, 0.55, 3.12], [-0.17, -3.04, -0.24], [0.69, 3.39, -1.05], [-0.83, -2.12, -0.93], [-0.20, 1.40, 0.66], [-0.26, 0.41, -0.22], [0.41, 0.57, 0.09], [0.28, 0.26, -0.36], [-0.15, -0.98, 0.11], [1.21, 0.41, 1.22], [-0.77, -2.67, -0.43], [0.50, 2.12, -2.20], [-0.23, -0.60, 0.56], [-0.89, 2.07, 1.39], [0.47, 0.17, -0.66], [-0.02, -0.18, 0.52], [0.31, 0.04, -0.13], [-0.35, -0.11, -0.50], [0.41, -0.22, -0.46], [0.50, 0.39, -2.59], [0.13, 0.81, 0.77], [0.72, -0.88, 0.78], [0.21, -0.24, -0.13], [-2.71, 1.02, -0.48], [0.68, -0.03, 1.18], [-0.22, -0.63, 0.17], [0.04, -0.18, 0.80], [0.32, -0.16, 0.31], [-2.28, -0.88, -0.62], [-0.18, -1.77, 0.28], [-0.44, -1.11, -2.56], [2.93, 4.92, 4.70], [-2.69, -4.24, -0.89], [1.90, 1.70, -0.85], [-0.38, 0.90, -0.32], [0.69, 0.32, 0.24], [-0.36, -0.43, -0.09], [0.77, 0.33, 0.19]]}